Density functional theory data (the ωB97M-V functional and the def2-TZVPD basis) for a structure of composition C13H14BCl2F4N2O7P2Sn at a distorted geometry.

Summary:
ΔE to the lowest compared entry with this formula, charge and spin   0.0 kcal per mole
Highest occupied orbital energy   -12.09 eV
Electronic energy   -3381.8616 hartree

The geometry in ORCA input format:
```
! RIJCOSX wB97M-V def2-TZVPD def2/J DEFGRID3
* xyz 1 1
Sn -0.064 -0.719 0.175
C -3.954 1.018 -3.618
C -2.690 0.593 -2.873
O -1.532 1.303 -3.302
P -2.777 1.104 -1.120
O -2.909 2.662 -1.185
O -4.109 0.679 -0.458
O -1.559 0.652 -0.357
P -2.470 -1.205 -3.135
O -3.439 -1.760 -2.015
O -2.682 -1.663 -4.505
O -0.980 -1.468 -2.571
H -4.084 2.097 -3.543
H -4.836 0.532 -3.203
H -3.871 0.731 -4.667
H -1.507 1.324 -4.269
H -2.238 3.095 -1.727
H -4.037 -0.130 0.090
H -3.677 -2.695 -2.061
Cl 0.108 1.500 2.236
C 0.910 0.647 3.581
Cl 1.849 -0.739 3.018
H 0.133 0.295 4.251
H 1.585 1.351 4.054
F -1.711 -2.212 -0.033
B -2.458 -1.949 1.219
F -2.829 -3.075 1.807
F -1.433 -1.221 1.954
F -3.487 -1.093 0.885
N 7.588 -4.848 1.744
C 6.640 -4.534 1.182
C 5.451 -4.136 0.476
C 5.216 -2.786 0.232
C 4.076 -2.403 -0.449
C 3.171 -3.370 -0.885
C 3.407 -4.724 -0.635
C 4.547 -5.106 0.045
C 1.999 -2.987 -1.611
C 1.025 -2.592 -2.209
H 5.929 -2.047 0.570
H 3.890 -1.357 -0.650
H 2.699 -5.464 -0.977
H 4.744 -6.150 0.245
N -0.019 -2.786 -4.326
C -0.009 -2.326 -3.177
H -0.841 -2.525 -4.868
*
```

=====

Density functional theory data (the ωB97M-V functional and the def2-TZVPD basis) for a cluster of 2 separate species, C13H14BCl2O4P in total at a distorted geometry.

Summary:
ΔE to the lowest compared entry with this formula, charge and spin   53.9 kcal per mole
Highest occupied orbital energy   -8.58 eV
SMILES   CB(O)c1c(P(C)O)ccc2c1C(=O)C=CC2=O.ClCCl
Electronic energy   -2091.2661 hartree

The geometry in ORCA input format:
```
! RIJCOSX wB97M-V def2-TZVPD def2/J DEFGRID3
* xyz 0 1
C 0.402 3.176 2.571
B 1.302 1.964 2.018
O 2.694 2.283 2.299
C 1.052 0.974 0.802
C 2.073 0.006 0.264
P 3.558 -0.434 1.275
C 3.539 -2.335 1.265
O 3.343 -0.291 2.959
C 1.844 -0.680 -1.018
C 0.637 -0.540 -1.818
C -0.459 0.231 -1.227
C -0.225 0.909 0.064
C -1.507 1.481 0.741
O -1.653 1.267 1.941
C -2.857 1.729 0.067
C -3.020 1.182 -1.164
C -1.867 0.386 -1.855
O -2.086 -0.046 -2.971
H -0.227 3.502 1.696
H -0.289 2.853 3.391
H 0.976 4.095 2.855
H 2.901 2.768 1.469
H 4.027 -2.739 2.193
H 2.482 -2.724 1.303
H 4.025 -2.764 0.360
H 2.395 -0.418 3.172
H 2.642 -1.363 -1.399
H 0.500 -1.031 -2.809
H -3.695 2.216 0.631
H -4.023 1.281 -1.657
Cl -3.596 -3.639 -5.151
C -3.731 -3.252 -3.431
Cl -3.410 -4.672 -2.427
H -3.010 -2.477 -3.186
H -4.737 -2.898 -3.228
*
```

=====

Density functional theory data (the ωB97M-V functional and the def2-TZVPD basis) for a structure of composition C13H14Br2CaI2N5OS3 at a distorted geometry.

Summary:
ΔE to the lowest compared entry with this formula, charge and spin   11.2 kcal per mole
Highest occupied orbital energy   -11.12 eV
Electronic energy   -8468.1818 hartree

The geometry in ORCA input format:
```
! RIJCOSX wB97M-V def2-TZVPD def2/J DEFGRID3
* xyz 1 1
Ca -1.415 -0.950 -1.311
S 0.495 0.926 -1.488
C 0.738 1.843 -0.027
C 2.064 2.157 0.348
C 2.370 2.905 1.467
C 3.771 3.136 1.788
N 4.889 3.285 2.019
C 1.354 3.429 2.288
C 0.051 3.163 1.952
C -0.251 2.371 0.833
S -1.952 2.193 0.538
C 1.658 4.215 3.470
N 1.900 4.832 4.414
H 2.867 1.795 -0.277
H -0.745 3.568 2.571
Br -2.046 -0.960 -4.394
C -1.896 0.868 -5.037
Br -2.241 2.232 -3.735
H -2.632 0.963 -5.811
H -0.895 0.990 -5.405
I -5.160 -0.089 -1.847
C -5.668 -2.019 -1.165
I -3.972 -3.173 -0.657
H -6.176 -2.534 -1.963
H -6.279 -1.929 -0.282
O -1.390 -0.205 0.666
N -2.295 0.604 0.506
C 3.415 -1.520 0.301
N 2.364 -2.104 -0.524
C 1.243 -2.622 -0.052
S 0.022 -3.213 -1.153
N 1.145 -2.671 1.277
C 0.012 -3.157 2.078
H 4.120 -1.014 -0.351
H 3.959 -2.281 0.866
H 3.002 -0.779 0.990
H 2.446 -2.083 -1.520
H 1.932 -2.324 1.797
H -0.726 -3.587 1.422
H -0.434 -2.341 2.637
H 0.355 -3.921 2.771
*
```

=====

Density functional theory data (the ωB97M-V functional and the def2-TZVPD basis) for a structure of composition C13H14BrFNOSSe2Te2Ti at a distorted geometry.

Summary:
Highest occupied orbital energy (alpha / beta)   -2.04 / -3.93 eV
⟨S²⟩   2.030
Electronic energy   -9894.2975 hartree

The geometry in ORCA input format:
```
! RIJCOSX wB97M-V def2-TZVPD def2/J DEFGRID3
* xyz -1 3
Ti 0.798 0.256 0.448
Se 2.056 0.005 -1.522
Te 3.002 -1.440 1.395
Te 2.224 -1.163 3.988
Se 0.245 0.144 3.172
Br 2.529 2.669 1.335
C 0.923 3.259 0.493
C 0.776 4.557 0.124
C -0.444 4.959 -0.471
C -1.444 3.973 -0.570
C -1.201 2.687 -0.172
N 0.018 2.249 0.318
H 1.584 5.252 0.301
H -0.604 5.977 -0.792
H -2.432 4.213 -0.943
H -1.993 1.951 -0.186
F -1.271 -5.618 -0.391
C -0.397 -4.652 0.001
C -0.505 -4.130 1.268
C 0.394 -3.144 1.662
C 1.355 -2.666 0.777
C 1.435 -3.224 -0.504
C 0.559 -4.221 -0.897
H -1.274 -4.489 1.939
H 0.310 -2.723 2.654
H 2.159 -2.837 -1.208
H 0.610 -4.662 -1.884
C -1.429 0.185 -2.597
S -2.192 -0.494 -1.118
C -2.335 -2.192 -1.688
O -1.126 -0.583 -0.057
H -1.934 -0.215 -3.475
H -0.368 -0.088 -2.568
H -1.518 1.269 -2.556
H -3.077 -2.247 -2.484
H -2.655 -2.784 -0.833
H -1.357 -2.530 -2.026
*
```

=====

Density functional theory data (the ωB97M-V functional and the def2-TZVPD basis) for an isolated molecule of C13H14Cl2N4S.

Summary:
Highest occupied orbital energy   -8.54 eV
SMILES   S=C(NCCCn1ccnc1)Nc1ccc(Cl)cc1Cl
Electronic energy   -2041.4068 hartree

The geometry in ORCA input format:
```
! RIJCOSX wB97M-V def2-TZVPD def2/J DEFGRID3
* xyz 0 1
S 0.010 3.416 -0.738
C -0.768 2.141 -0.034
N -0.302 1.492 1.049
C 1.005 1.706 1.616
C 1.962 0.564 1.266
C 2.269 0.528 -0.237
N 3.025 -0.644 -0.581
C 4.375 -0.814 -0.450
C 4.630 -2.104 -0.813
N 3.473 -2.728 -1.155
C 2.537 -1.835 -1.003
N -1.974 1.750 -0.546
C -2.682 0.573 -0.364
C -2.071 -0.655 -0.101
C -2.814 -1.810 0.046
C -4.194 -1.762 -0.084
Cl -5.130 -3.196 0.105
C -4.829 -0.565 -0.382
C -4.076 0.586 -0.520
Cl -4.872 2.075 -0.903
H -0.890 0.795 1.481
H 0.909 1.790 2.702
H 1.383 2.650 1.217
H 1.522 -0.391 1.566
H 2.890 0.694 1.823
H 2.831 1.421 -0.522
H 1.338 0.516 -0.811
H 5.018 -0.020 -0.131
H 5.567 -2.621 -0.853
H 1.495 -2.000 -1.200
H -2.418 2.441 -1.140
H -0.996 -0.716 -0.049
H -2.323 -2.748 0.248
H -5.899 -0.530 -0.504
*
```

=====

Density functional theory data (the ωB97M-V functional and the def2-TZVPD basis) for an isolated molecule of C13H14FNO3 at a distorted geometry.

Summary:
ΔE to the lowest compared entry with this formula, charge and spin   124.0 kcal per mole
Highest occupied orbital energy   -9.47 eV
SMILES   COCc1c(CCCF)ccc2c1C(=O)NC2=O
Electronic energy   -883.9179 hartree

The geometry in ORCA input format:
```
! RIJCOSX wB97M-V def2-TZVPD def2/J DEFGRID3
* xyz 0 1
C 1.768 -2.876 -0.026
O 0.992 -2.383 -1.139
C -0.146 -1.618 -0.711
C 0.202 -0.200 -0.059
C -0.693 0.406 1.048
C -2.005 -0.255 1.666
C -3.082 -0.755 0.587
C -3.382 0.280 -0.597
F -3.266 -0.473 -1.848
C -0.305 1.822 1.618
C 0.948 2.618 1.160
C 1.822 1.988 0.055
C 1.423 0.614 -0.543
C 2.520 0.345 -1.662
O 2.587 -0.465 -2.604
N 3.608 1.358 -1.464
C 3.151 2.508 -0.645
O 3.636 3.647 -0.507
H 1.759 -2.207 0.900
H 1.529 -3.975 0.250
H 2.867 -2.900 -0.386
H -0.660 -2.239 0.123
H -0.934 -1.441 -1.515
H -2.512 0.488 2.372
H -1.688 -1.176 2.284
H -4.107 -1.027 1.047
H -2.685 -1.749 0.158
H -2.719 1.215 -0.592
H -4.469 0.666 -0.596
H -0.950 2.340 2.419
H 1.220 3.639 1.615
H 3.569 1.806 -2.410
*
```